Entry 1:
A gas-phase ion, C8H13IN3 (charge +1). Source: the OMol25 dataset; level of theory: ωB97M-V/def2-TZVPD.

Calculated values
Relative energy (zero: lowest compared OMol25 entry of this formula, charge and spin) in kJ/mol: 0.00
HOMO (alpha / beta) in eV: -8.70 / -12.66
Spin multiplicity: 3
DFT total energy in Eh: -774.14617
Total charge: +1

Positions of all 25 atoms, in Å:
C1 -0.5110 -2.4948 -0.1171
C2 0.7637 -1.8959 -0.0907
C3 -1.5001 -0.3541 -0.3863
C4 -1.6352 -1.6910 -0.2314
C5 0.7765 -0.4972 -0.1557
C6 -3.0228 -2.1725 0.1611
C7 2.0895 1.7300 -0.7037
C8 1.9023 0.4001 0.1742
N1 -0.3001 0.2258 -0.3258
N2 1.5391 1.0818 1.6719
N3 0.8305 2.6299 -0.6551
I1 3.9062 -0.4651 0.2143
H1 -0.6573 -3.5500 -0.2404
H2 1.6764 -2.4447 0.0683
H3 -2.3622 0.3975 -0.5113
H4 -3.7888 -1.2522 0.0855
H5 -3.3553 -2.9179 -0.5056
H6 -2.9242 -2.7323 1.0965
H7 3.0211 2.2586 -0.3388
H8 2.3720 1.3439 -1.6992
H9 1.1390 0.3861 2.2629
H10 2.4088 1.3803 1.9297
H11 0.8404 3.0201 0.2471
H12 -0.0549 1.1580 -0.2849
H13 0.9819 3.3041 -1.3995



Entry 2:
C2H4O3 in the gas phase. Source: the OMol25 dataset; level of theory: ωB97M-V/def2-TZVPD.

Calculated values
Relative energy (zero: lowest compared OMol25 entry of this formula, charge and spin) in kJ/mol: 498.35
HOMO in eV: -10.28
DFT total energy in Eh: -304.15188
SMILES: OO[C@H]1CO1

Positions of all 9 atoms, in Å:
O1 2.2287 -0.5631 -0.1593
O2 1.4638 0.5761 0.4485
C1 0.3081 0.5976 -0.2677
C2 -0.6736 -0.4668 -0.1209
O3 -0.9176 0.7762 0.4358
H1 3.0184 -0.5010 0.2841
H2 0.4381 0.9417 -1.2321
H3 -1.1602 -0.6995 -1.0653
H4 -0.4026 -1.2992 0.6311



Entry 3:
CH2N4O in the gas phase. Source: the OMol25 dataset; level of theory: ωB97M-V/def2-TZVPD.

Calculated values
Relative energy (zero: lowest compared OMol25 entry of this formula, charge and spin) in kJ/mol: 407.94
HOMO in eV: -9.43
DFT total energy in Eh: -333.39243
SMILES: [H]/N=c1\nn[nH]o1

Positions of all 8 atoms, in Å:
H1 -2.4571 -0.7945 0.1976
N1 -2.0881 0.1184 0.0898
C1 -0.7606 -0.1457 -0.1708
N2 0.1991 -1.1528 -0.2923
N3 1.3903 -0.7665 0.0997
N4 1.3464 0.5401 -0.0366
O1 0.0671 1.1296 -0.2314
H2 2.3030 1.0714 0.3440



Q: DFT total energy of number 1 (C8H13IN3)?
A: -774.14617 Eh